C36H29N13O4S3W | ωB97M-V with the def2-TZVPD basis set

XYZ file:
```
86
Properties=species:S:1:pos:R:3:forces:R:3
W 0.123098 0.049960 0.204954 0.2 0.3 0.1
C 0.272125 2.179653 -3.714517 -0.1 0.1 -0.1
C 0.292228 1.779957 -2.286050 -0.1 0.5 -0.1
N 0.339121 0.564995 -1.870366 0.1 0.1 0.1
N 0.516165 -0.409239 -2.789225 -0.1 -0.8 -0.3
C 0.725994 -1.519490 -2.140372 -0.1 0.1 -0.2
O 0.797934 -1.523241 -0.853034 0.6 -0.8 0.3
C 0.800854 -2.808753 -2.839141 0.1 -0.1 -0.2
C 0.294521 -2.919483 -4.131037 0.0 0.0 -0.1
C 0.271975 -4.155630 -4.758814 0.0 0.0 0.0
C 0.766594 -5.274456 -4.103483 0.0 0.0 0.0
C 1.280770 -5.161042 -2.816723 0.0 0.0 0.0
C 1.293689 -3.931699 -2.178923 0.0 0.0 0.0
C 0.409928 2.752613 -1.210385 -0.1 0.1 -0.4
C 0.397851 4.120101 -1.401426 0.0 0.3 -0.1
C 0.742050 4.939928 -0.338427 -0.1 0.2 -0.3
C 1.118217 4.366873 0.856576 0.1 -0.1 0.3
C 1.071861 2.989169 0.980989 0.0 0.1 0.2
N 0.677227 2.208086 -0.020420 0.0 -0.2 0.2
H 0.340710 1.301666 -4.345805 0.0 0.0 0.0
H 1.098254 2.856125 -3.942983 0.0 0.0 0.0
H -0.672976 2.688747 -3.922981 0.0 0.0 0.0
H -0.107179 -2.042368 -4.622535 0.0 0.0 0.0
H -0.146533 -4.246131 -5.752656 0.0 0.0 0.0
H 0.746116 -6.239739 -4.594960 0.0 0.0 0.0
H 1.667625 -6.035409 -2.307931 0.0 0.0 0.0
H 1.679171 -3.827754 -1.171684 0.0 0.0 0.0
H 0.131427 4.524096 -2.369730 0.0 0.0 0.1
H 0.738171 6.016678 -0.454293 0.0 0.0 0.0
H 1.439798 4.963393 1.699139 0.0 0.0 0.0
H 1.332832 2.496799 1.904977 0.0 0.0 0.1
N -3.476708 -2.594046 6.973367 0.1 0.0 -0.1
C -2.516366 -1.866390 6.284593 0.0 0.0 0.0
C -2.596857 -0.471057 6.211461 0.0 0.0 0.0
C -1.679494 0.249382 5.472945 0.0 0.0 0.1
C -0.667963 -0.419228 4.791393 -0.2 0.1 0.0
C -0.566422 -1.800011 4.868112 0.1 -0.1 0.0
C -1.477646 -2.519454 5.613943 -0.1 0.0 0.0
S 0.475961 0.459698 3.798964 0.1 0.1 0.1
O 0.710481 1.747588 4.396925 0.0 -0.1 -0.2
O 1.576864 -0.425529 3.548727 0.1 0.0 -0.1
N -0.253995 0.669436 2.338804 0.1 -0.1 0.7
C -1.302740 1.501366 2.157947 0.0 -0.2 0.2
N -1.947389 2.250557 3.052244 0.5 -0.4 0.1
C -2.922685 2.987598 2.553634 -0.3 0.3 0.1
C -3.265323 3.017760 1.214433 -0.2 0.2 -0.4
C -2.545377 2.200901 0.355967 -0.5 0.2 0.1
N -1.594298 1.437583 0.846424 0.1 0.3 0.1
H -3.985290 -2.093353 7.681742 0.0 0.0 0.0
H -3.205876 -3.518535 7.263458 0.0 0.0 0.0
H -3.384364 0.049787 6.746011 0.0 0.0 0.0
H -1.735019 1.327659 5.424760 0.0 0.0 0.0
H 0.244256 -2.306737 4.354048 -0.1 0.1 0.1
H -1.390241 -3.598411 5.677359 0.0 0.0 0.0
H -3.468118 3.600160 3.266607 0.0 0.0 0.0
H -4.065137 3.651616 0.857235 0.1 -0.1 0.0
H -2.730709 2.141609 -0.707054 -0.1 0.0 -0.2
S 4.856723 0.521461 0.605490 0.1 0.0 0.0
C 3.275944 0.329567 0.646354 0.4 0.1 0.0
N 2.110586 0.180471 0.693097 -0.4 -0.1 0.1
N 1.923479 -2.689156 1.461826 0.2 0.0 -0.2
C 0.624181 -2.834897 1.675172 -0.1 -0.1 0.1
N -0.300150 -1.928643 1.453527 -0.2 -0.2 -0.1
C -1.558369 -2.406597 1.873199 -0.1 0.1 0.1
C -2.753637 -1.690531 1.910205 0.0 -0.1 0.1
C -3.896782 -2.306882 2.390742 0.0 0.1 0.0
C -3.885294 -3.629760 2.825319 -0.1 0.0 0.0
C -2.709777 -4.354464 2.799389 0.0 -0.1 0.0
C -1.564888 -3.726488 2.333177 0.1 0.1 0.0
S 0.050414 -4.372651 2.287977 0.0 0.0 0.0
H 2.273764 -1.790615 1.160664 0.1 0.1 0.1
H 2.572624 -3.378248 1.789063 0.0 0.0 0.0
H -2.802075 -0.679076 1.551226 0.0 0.2 0.0
H -4.821693 -1.743185 2.423682 0.1 0.0 0.0
H -4.795069 -4.088928 3.192829 0.1 0.0 0.0
H -2.679109 -5.382748 3.143732 0.0 0.1 0.0
N -2.003395 -2.785313 -1.294551 0.0 -0.4 -0.1
C -2.121764 -1.465127 -1.513206 -0.3 -0.2 -0.2
O -1.716576 -0.683890 -0.592441 -0.3 0.7 -0.1
C -2.746877 -1.011527 -2.693545 0.1 -0.2 0.1
C -2.933560 0.366374 -2.905403 0.0 0.4 -0.1
N -3.072498 1.503224 -3.075976 0.1 -0.2 0.1
C -3.142237 -1.940868 -3.686746 -0.2 0.0 -0.1
N -3.477085 -2.711753 -4.480721 0.2 0.0 0.2
H -2.196007 -3.438925 -2.036495 0.0 0.0 0.0
H -1.386894 -3.070932 -0.554353 0.0 -0.1 0.0
```
Forces are in eV/Å.

## Properties
net charge = 0
highest occupied orbital energy (spin up / spin down) = -6.8585 / -7.9570 eV
2S+1 = 3

Atom charges from the Löwdin analysis, given in e for atoms 1 to 6: 1.78, -0.01, -0.24, -0.06, 0.13, -0.41

=====

C36H29N5O9PV | ωB97M-V with the def2-TZVPD basis set

XYZ file:
```
81
Properties=species:S:1:pos:R:3:forces:R:3
V 0.040166 0.051146 0.292186 -2.5 -2.3 -2.1
O -1.109236 6.207515 -3.305660 0.3 0.6 0.3
C -1.486728 5.078709 -3.634648 0.2 -0.6 0.5
O -2.180050 4.710869 -4.587019 -0.4 -0.3 -0.5
C -1.003666 3.916781 -2.680387 0.0 0.4 -0.2
C -0.029857 4.143421 -1.711915 -0.1 -0.2 0.0
C 0.365153 3.104595 -0.882396 0.3 0.4 0.0
N -0.141254 1.885655 -0.982962 -0.2 -0.5 0.1
C -1.079630 1.658146 -1.903710 -0.2 0.2 -0.4
C -1.537325 2.637723 -2.771328 0.1 -0.3 0.1
C -1.603690 0.244961 -1.884669 -1.2 0.5 -1.7
O -2.376992 -0.176222 -2.734744 0.4 0.2 0.4
O -1.149890 -0.430939 -0.896362 -2.6 -1.9 -2.7
H 0.397324 5.131337 -1.619629 0.0 0.1 0.0
H 1.108210 3.256786 -0.105016 0.0 0.0 -0.1
H -2.297192 2.412546 -3.504504 0.0 0.0 0.0
C -0.004903 4.063574 3.800095 0.0 0.0 0.1
C -0.069633 2.756767 4.256603 -0.1 0.1 0.0
C -0.794367 1.808108 3.556345 -0.2 0.0 0.0
C -1.465444 2.161990 2.389933 -0.1 0.0 0.0
C -1.376007 3.474792 1.925509 -0.1 -0.1 0.0
C -0.651894 4.419619 2.627732 0.0 0.1 0.0
P -2.347574 0.965482 1.315669 -0.8 0.3 1.0
C -4.116213 1.188345 1.770744 0.0 0.1 -0.3
C -4.957839 0.275713 1.129724 0.2 0.1 0.1
C -6.322376 0.324179 1.307814 -0.2 -0.1 0.0
C -6.874793 1.308635 2.115177 -0.1 0.1 0.1
C -6.050323 2.236805 2.732046 -0.3 0.0 0.1
C -4.677643 2.185617 2.558490 0.3 -0.1 0.0
C -1.993923 -0.600852 2.185441 0.0 0.0 -0.2
C -2.770726 -1.199471 3.172048 0.0 0.1 0.0
C -2.303097 -2.346526 3.791518 -0.2 0.0 0.2
C -1.058333 -2.851189 3.453919 0.1 -0.1 0.0
C -0.296702 -2.237631 2.467254 0.1 -0.1 0.1
C -0.752245 -1.116362 1.774962 -0.6 -0.6 0.6
H 0.560239 4.800195 4.352233 0.1 0.0 0.0
H 0.460370 2.468777 5.149434 0.1 0.0 0.1
H -0.830333 0.786342 3.914316 0.0 0.0 0.0
H -1.875056 3.747063 1.002389 0.0 0.0 -0.1
H -0.581249 5.429841 2.250121 0.0 0.1 0.0
H -4.507052 -0.472832 0.488508 -0.1 -0.1 -0.1
H -6.959788 -0.397512 0.812970 0.0 0.0 0.0
H -7.945895 1.355652 2.254910 -0.1 0.0 0.0
H -6.485165 3.006484 3.356700 0.0 0.1 0.0
H -4.039361 2.913263 3.042116 0.1 0.0 0.0
H -3.724728 -0.777299 3.465701 0.0 0.0 0.0
H -2.901483 -2.831823 4.553528 0.0 0.0 0.0
H -0.682231 -3.728330 3.967399 0.0 0.0 0.0
H 0.685066 -2.650964 2.254177 0.0 0.0 -0.1
O 5.267937 2.789006 2.550390 -0.9 -0.7 -0.8
C 4.427599 2.204827 1.875610 1.0 0.9 1.4
C 3.103078 1.685863 2.373463 -1.0 -0.4 0.6
O 2.693263 1.718128 3.534403 0.4 0.1 -0.3
C 2.437491 1.141120 1.221081 3.3 1.4 -0.4
C 3.233136 1.257810 0.028282 -0.8 -0.5 0.1
O 2.857668 0.854752 -1.080140 0.5 0.2 0.1
C 4.534431 1.878250 0.420786 1.2 0.0 -1.6
O 5.515139 2.044622 -0.299408 -1.1 -0.1 0.9
O 1.280530 0.595930 1.121267 5.1 2.6 4.7
C 2.413438 -2.398770 -0.405157 0.3 0.0 0.2
N 3.039068 -3.526166 -1.100339 0.3 0.0 0.2
C 3.298788 -3.115987 -2.477376 0.2 0.0 -0.1
N 2.079946 -2.719217 -3.167730 0.0 0.1 -0.3
C 1.469569 -1.609367 -2.429784 0.1 0.3 -0.3
N 1.166491 -1.995013 -1.048581 -0.1 0.5 0.4
C 0.257153 -3.138482 -1.080504 -0.3 -0.2 0.1
N 0.841770 -4.276853 -1.793630 -0.2 -0.2 0.0
C 2.088348 -4.629188 -1.126783 0.1 -0.2 0.0
C 1.162405 -3.847906 -3.151692 -0.1 -0.1 -0.2
H 3.107923 -1.555170 -0.407638 -0.1 0.0 0.0
H 2.210181 -2.698896 0.627767 0.0 0.1 -0.1
H 3.749253 -3.962022 -3.011651 0.0 0.1 0.0
H 3.998520 -2.276872 -2.471113 0.0 0.0 0.0
H 0.542741 -1.318357 -2.934939 0.0 0.0 0.1
H 2.158031 -0.761494 -2.420340 -0.1 -0.1 0.1
H -0.671663 -2.845149 -1.577955 0.1 0.1 0.1
H 0.027982 -3.449188 -0.055980 0.0 0.1 -0.1
H 2.547366 -5.474380 -1.653030 0.0 0.0 0.0
H 1.862919 -4.931069 -0.099160 0.0 0.0 0.0
H 0.238595 -3.566596 -3.666032 0.1 0.0 0.0
H 1.626670 -4.689095 -3.682729 -0.1 0.1 0.0
```
Forces are in eV/Å.

## Properties
net charge = -2
highest occupied orbital energy (spin up / spin down) = -2.5746 / -3.3516 eV
2S+1 = 3

Atom charges from the Löwdin analysis, given in e for atoms 1 to 6: 0.88, -0.05, -0.72, -0.05, -0.08, 0.01

=====

C36H30Br2N11O2SY | ωB97M-V with the def2-TZVPD basis set

XYZ file:
```
83
Properties=species:S:1:pos:R:3:forces:R:3
Y 1.120175 0.499818 -0.711526 3.6 0.9 -0.6
C -0.555880 3.676223 -2.593687 -0.4 -0.5 0.5
C 0.877799 3.779113 -2.182997 1.8 -0.8 0.3
C 1.525104 5.047674 -2.129781 0.1 -0.1 0.1
C 2.862869 5.158353 -1.806189 -0.5 -0.2 0.1
C 3.623172 3.978290 -1.556198 0.4 -0.3 -0.1
C 4.984497 3.940336 -1.141828 0.3 -0.4 0.1
Br 5.880593 5.540112 -0.735345 0.1 0.5 0.0
C 5.712658 2.765183 -0.922515 -0.6 0.7 0.1
C 5.046349 1.553407 -1.107548 -1.2 -0.1 -0.8
Br 5.809037 -0.135645 -0.805598 0.4 0.3 0.1
C 3.714232 1.505216 -1.629388 0.6 -0.8 -0.2
O 3.180869 0.357282 -1.993739 -1.8 0.7 1.4
C 2.973285 2.727033 -1.767223 -0.4 0.5 1.0
N 1.588572 2.648746 -1.926658 -0.4 0.9 -0.8
H -0.898711 4.590892 -3.084649 0.1 -0.3 -0.1
H -1.218217 3.535401 -1.720463 0.2 0.0 -0.2
H -0.682841 2.800463 -3.247692 -0.1 0.4 0.1
H 0.920206 5.936966 -2.317743 0.3 -0.2 -0.1
H 3.322058 6.150323 -1.742337 -0.1 -0.5 0.0
H 6.767522 2.839762 -0.594814 -0.9 -0.2 -0.2
C -4.305112 0.952946 1.234898 -0.5 0.4 0.3
N -3.138682 0.926395 0.346507 1.3 -1.7 -0.5
C -1.824114 0.854350 0.612136 -0.2 0.6 0.0
N -1.139269 0.579050 -0.523015 -1.5 0.3 1.0
C -2.129361 0.404008 -1.451029 -0.5 -0.3 0.4
N -3.326502 0.533507 -0.932914 -0.1 0.6 -1.0
C -4.569863 -0.345412 1.977225 0.5 -0.6 0.8
C -5.093277 -0.286917 3.278742 0.0 0.8 0.0
C -5.288676 -1.432727 4.047461 -0.1 -0.5 -0.9
C -5.018170 -2.685901 3.466616 0.1 0.1 0.4
C -4.450598 -2.770607 2.183860 -0.2 2.0 0.3
C -4.227745 -1.594818 1.459323 0.3 0.9 -0.7
C -4.085813 -3.992310 1.568834 0.6 -5.0 -0.6
N -4.492326 -5.221965 1.900313 -0.1 2.4 0.2
N -3.908036 -6.109059 1.082184 1.3 0.1 -1.4
C -3.110704 -5.454503 0.250827 -2.4 0.2 2.5
O -3.173879 -4.109154 0.537733 -0.1 0.4 -0.2
C -2.294090 -6.012854 -0.792557 1.0 -0.3 -0.4
C -2.572990 -7.255823 -1.381563 -0.6 0.0 -0.2
C -1.720596 -7.753243 -2.368450 0.0 -0.4 0.2
C -0.571086 -7.050508 -2.690357 0.5 0.1 -0.4
C -0.243717 -5.834829 -2.075485 -0.6 -0.1 0.0
C 1.045195 -5.150270 -2.480333 0.6 -0.8 -0.2
N 1.332495 -3.867504 -1.859574 -0.6 1.5 0.8
C 0.664041 -2.696561 -1.866990 0.1 -0.6 0.2
N 1.233206 -1.834036 -0.998536 -0.4 -0.9 -1.0
C 2.283100 -2.560447 -0.506621 0.3 -0.3 0.4
N 2.347827 -3.773978 -0.983439 0.4 0.0 0.3
C -1.113649 -5.333608 -1.122328 0.4 0.5 0.1
H -5.166295 1.187644 0.590941 0.4 0.1 0.1
H -4.147571 1.787582 1.937732 -0.2 -0.4 -0.2
H -1.388415 1.047506 1.595323 -0.2 -0.1 -0.4
H -1.924861 0.126652 -2.486179 -0.3 0.2 0.4
H -5.340668 0.708597 3.686335 0.1 -0.6 -0.1
H -5.684931 -1.366417 5.064502 0.2 0.0 -0.4
H -5.211993 -3.593865 4.040866 0.1 0.2 -0.3
H -3.762537 -1.617028 0.452666 -0.4 -0.3 0.7
H -3.481503 -7.826721 -1.132607 0.5 0.5 0.1
H -1.926358 -8.728327 -2.855562 0.1 0.9 0.4
H 0.111750 -7.452156 -3.440165 -0.2 0.0 0.1
H 1.104774 -5.009961 -3.556442 -0.2 0.0 -0.2
H 1.901696 -5.804109 -2.213535 -0.4 0.5 -0.1
H -0.241859 -2.538400 -2.441490 0.2 0.0 0.0
H 2.977377 -2.192367 0.250913 -0.2 -0.2 -0.5
H -0.831766 -4.419728 -0.569183 -0.4 -0.5 -0.3
C 4.375189 4.777946 3.263259 0.2 0.2 -0.3
C 3.275222 4.078003 2.522148 0.6 -2.0 -0.7
C 2.091076 4.635355 2.109709 -0.4 0.7 -0.2
C 1.141239 3.877393 1.411882 1.0 -1.8 0.2
N 1.394735 2.540606 1.146330 -1.3 1.0 -0.1
C 2.480961 1.954434 1.605048 2.1 -0.8 0.7
S 2.815339 0.216264 1.510451 -1.1 1.8 -0.3
N 3.456994 2.727493 2.204773 -1.0 1.5 0.5
C -0.198450 4.394395 1.037316 -0.2 0.0 -0.4
H 4.396632 5.844848 2.968365 0.1 -0.6 0.1
H 5.368127 4.315234 3.058263 -0.7 0.3 0.2
H 4.165212 4.749725 4.342785 0.1 -0.1 -0.2
H 1.931375 5.699430 2.305396 -0.1 -0.4 0.0
H 4.290152 2.262627 2.533878 0.2 -0.2 0.0
H -0.121602 5.291046 0.408373 0.0 -0.2 0.1
H -0.740639 4.695566 1.937781 0.1 -0.1 0.0
H -0.769348 3.612602 0.514585 0.2 0.4 0.2
```
Forces are in eV/Å.

## Properties
net charge = +2
highest occupied orbital energy = -12.3278 eV
2S+1 = 1

Atom charges from the Löwdin analysis, given in e for atoms 1 to 6: 1.50, -0.02, -0.30, -0.01, 0.00, -0.20

=====

| no. | largest force on an atom (eV/A) |
| --- | --- |
| 1 | 1.08 |
| 2 | 7.40 |
| 3 | 5.07 |